[1]
The following is a quantum chemistry calculation of C38H28F2N8Rb as an isolated structure at a distorted geometry, from the Open Molecules 2025 dataset.

Properties
gap between HOMO and LUMO	4.2	eV
HOMO	-2.48	eV
net charge	-1
ΔE to the lowest compared entry with this formula, charge and spin	58.4	kcal/mol

XYZ file:
```
77
Properties=species:S:1:pos:R:3:forces:R:3:mulliken_charge:R:1
Rb 11.903890 -13.362140 10.084239 0.71 0.19 0.64 0.5468
C 10.666462 -7.259564 10.470221 -0.29 0.43 0.07 -0.6161
C 10.849502 -8.398485 9.731767 -0.20 -2.26 -0.32 -0.5560
C 10.704717 -9.691665 10.284003 -0.33 2.10 1.16 -0.3597
C 10.335052 -9.873785 11.651928 0.55 1.92 -0.79 0.2236
C 10.233292 -8.658888 12.452866 -0.31 -0.86 -0.41 -0.5009
C 10.369019 -7.415183 11.841876 0.04 0.16 -0.18 -0.4331
N 10.270688 -11.149295 12.057479 0.82 -1.03 -0.59 0.1162
C 9.738518 -11.595285 13.147669 -0.48 -1.14 1.30 0.3937
C 8.732468 -10.870135 13.903584 -0.64 0.90 -0.98 -0.7930
C 8.171444 -11.325799 15.048050 0.61 -1.51 0.72 -0.6826
C 8.575531 -12.605121 15.567618 0.64 0.05 -0.07 -0.5969
C 9.576695 -13.321253 14.916871 -1.12 0.00 1.14 -0.6132
C 10.087960 -12.929382 13.677213 -0.19 0.88 -0.81 -0.1230
N 10.738262 -13.863306 12.871342 0.00 0.07 0.05 1.4375
N 10.946585 -14.966096 13.453366 -0.45 0.62 1.52 -0.8577
C 11.402261 -16.062562 12.780355 0.19 -0.74 0.55 -0.0994
C 11.292092 -17.301224 13.491875 -0.50 1.75 0.86 -0.7797
C 11.469809 -18.453887 12.822394 0.09 -1.84 -0.16 -0.2762
C 11.871784 -18.410266 11.488505 0.55 1.09 -0.46 -0.6687
C 12.132177 -17.148135 10.944057 0.52 -0.54 -0.76 -0.3303
N 11.897475 -15.985667 11.573418 0.10 -0.76 -1.59 0.6084
H 10.695759 -6.313241 9.898161 0.03 -0.32 0.97 0.3026
H 11.052214 -8.390779 8.661743 0.13 0.39 0.14 0.3104
H 10.883078 -10.553553 9.692314 0.04 -0.64 -0.48 0.3943
H 9.982537 -8.754214 13.534525 0.42 0.30 -1.08 0.4767
H 10.220697 -6.521663 12.441195 0.06 -0.06 0.06 0.3242
H 8.303143 -9.977721 13.396254 0.55 -0.59 0.65 0.5105
H 7.479986 -10.768949 15.670430 -0.29 0.19 -0.50 0.3644
H 8.067888 -12.998125 16.457999 0.51 0.19 -0.25 0.3265
H 9.978778 -14.261916 15.312273 -0.57 0.38 -0.14 0.4179
H 11.027014 -17.282116 14.560517 0.03 0.11 -0.71 0.4226
H 11.307526 -19.418726 13.337227 0.19 0.57 -0.36 0.3432
H 12.116148 -19.275980 10.894859 -0.17 -0.23 0.06 0.3903
H 12.598912 -17.110651 9.915285 -0.64 0.22 1.19 0.1691
F 14.940327 -14.488377 15.148093 0.26 -0.54 1.79 -0.3818
C 15.066453 -13.737030 14.059846 -0.02 0.05 -0.66 0.8316
C 14.840276 -14.357127 12.841542 0.35 -0.04 2.64 -0.9985
C 14.709441 -13.503896 11.842871 -0.49 -0.35 -5.38 -0.5038
C 15.041692 -12.174648 11.778354 -0.17 0.29 1.63 0.4599
C 15.328302 -11.617171 13.040492 0.18 -0.54 -0.84 0.7068
F 15.629883 -10.312978 13.187045 0.21 0.98 0.30 -0.3873
C 15.334535 -12.370650 14.199205 -0.07 -0.27 0.29 -1.0523
C 15.032200 -11.437511 10.499138 2.07 1.30 0.71 0.3307
C 15.878871 -10.264449 10.406337 0.79 0.45 0.13 -0.5300
C 15.767822 -9.429902 9.291322 0.15 -0.77 1.08 -0.3626
C 14.987549 -9.872816 8.240050 -1.13 -0.91 0.22 -0.6118
C 14.271095 -11.063209 8.345215 0.66 -1.01 1.58 -0.3515
N 14.359951 -11.881911 9.461135 -1.21 1.61 -1.68 -0.1472
H 14.742159 -15.435685 12.725095 -0.24 -0.01 0.40 0.4025
H 15.564595 -11.899527 15.162711 -0.24 -0.34 -0.45 0.4090
H 16.703411 -10.072084 11.174382 -1.79 -0.16 -0.92 0.2462
H 16.184976 -8.419450 9.202473 0.39 -0.65 0.26 0.3656
H 14.944490 -9.236786 7.404943 -0.48 0.50 -1.20 0.4041
H 13.550687 -11.468352 7.619749 0.64 0.48 -0.14 0.4053
N 9.652081 -13.449300 7.027675 -1.83 -0.37 0.83 0.0063
C 8.789770 -13.902127 8.084716 -0.24 0.25 -0.17 0.4177
C 7.383822 -14.072493 7.732440 2.43 0.16 1.48 -0.8732
C 6.531764 -14.244555 8.781176 -0.80 -0.38 1.70 -0.4955
C 7.051546 -14.340956 10.118408 -0.65 0.38 -1.65 -0.8333
C 8.403041 -14.231732 10.278804 1.03 -0.34 1.10 -0.1724
N 9.319299 -14.009371 9.306113 -2.19 0.00 -1.34 0.5389
C 10.729137 -14.115089 6.529842 2.35 -1.18 -0.87 0.6264
C 10.873920 -14.119896 5.131217 -0.41 0.82 -0.37 -0.8322
C 12.086737 -14.452758 4.608981 0.90 -0.69 0.19 -0.4360
C 13.092126 -15.011488 5.434196 -0.19 -0.48 -0.26 -0.7663
C 12.833754 -15.135274 6.788764 -1.55 0.74 -1.11 -0.1654
N 11.676583 -14.654896 7.285449 -0.21 0.27 1.18 0.0204
H 9.088684 -13.206087 6.231429 -0.30 0.39 0.03 0.2225
H 7.089952 -14.110630 6.710116 -0.24 0.22 -0.57 0.4148
H 5.439116 -14.324795 8.637657 0.72 -0.03 -0.05 0.3438
H 6.418019 -14.458986 10.992396 0.03 -0.01 -0.28 0.4458
H 8.818158 -14.328123 11.294008 -0.05 0.14 -0.51 0.1133
H 10.073608 -13.759243 4.461643 0.43 -0.09 0.48 0.2293
H 12.257511 -14.290870 3.553830 0.08 -0.31 -0.10 0.4015
H 13.959973 -15.508886 5.006658 0.07 0.57 0.02 0.3768
H 13.517012 -15.580225 7.491601 0.14 -0.09 0.13 0.3898
```
Forces are in eV/Å.

=====

[2]
The following is a quantum chemistry calculation of C38H28F6NNiO5P2S2 as an isolated structure at a distorted geometry, from the Open Molecules 2025 dataset.

Properties
gap between HOMO and LUMO (alpha / beta)	9.0 / 7.2	eV
HOMO (alpha / beta)	-11.21 / -11.47	eV
net charge	+1
ΔE to the lowest compared entry with this formula, charge and spin	34.9	kcal/mol
spin multiplicity	3
⟨S²⟩	2.01

XYZ file:
```
83
Properties=species:S:1:pos:R:3:forces:R:3:mulliken_spin:R:1
Ni 0.780279 -0.402330 -0.493058 0.22 0.44 0.19 1.5586
O -2.025660 -0.438085 1.716876 -0.41 0.28 0.25 0.0062
C -1.642723 -0.892730 2.953047 0.55 -0.24 0.44 0.0112
C -2.426577 -1.484615 3.933047 -0.25 0.07 -0.32 -0.0039
C -1.857653 -1.848297 5.144282 0.21 0.10 -0.05 0.0064
C -0.513270 -1.638370 5.388977 -0.10 -0.08 0.10 -0.0025
C 0.288316 -1.102999 4.397029 -0.05 0.12 -0.14 0.0072
C -0.266116 -0.724377 3.180407 -0.26 -0.24 -0.51 0.0412
P 0.726047 -0.042043 1.812128 0.13 0.35 1.08 0.0406
C 0.241256 1.713606 1.807346 0.09 -0.21 -0.09 -0.0189
C -0.081544 2.367382 2.993587 0.02 -0.04 -0.16 0.0024
C -0.469691 3.695064 2.961388 0.00 0.00 0.06 0.0009
C -0.537907 4.373741 1.755276 0.03 -0.07 -0.07 0.0007
C -0.214876 3.726404 0.571183 -0.02 0.06 -0.12 0.0061
C 0.169243 2.396653 0.594037 0.18 -0.20 0.06 -0.0003
C 2.412013 -0.150552 2.484766 -0.01 -0.10 -0.04 0.0186
C 3.019866 -1.405871 2.426719 -0.24 0.18 -0.01 0.0245
C 4.324870 -1.568682 2.847049 0.11 -0.03 0.00 -0.0004
C 5.036508 -0.475188 3.318832 -0.10 0.00 0.07 0.0047
C 4.424596 0.765914 3.405274 0.21 -0.05 0.00 -0.0011
C 3.121361 0.940257 2.974079 -0.25 -0.18 0.02 0.0063
C -3.156731 -0.807137 1.037371 -0.21 -0.25 -0.59 0.0087
C -4.425606 -1.034324 1.560453 0.14 0.14 0.27 0.0013
C -5.433321 -1.504601 0.732537 0.11 -0.02 -0.08 -0.0005
C -5.205727 -1.739131 -0.613648 -0.05 0.02 -0.01 0.0014
C -3.978550 -1.408407 -1.157968 0.03 -0.07 0.16 0.0024
C -2.966017 -0.916610 -0.345431 0.40 0.28 0.54 0.0185
P -1.442946 -0.269481 -1.110908 -0.74 -0.75 -0.65 0.0395
C -0.902161 -1.765631 -2.016710 -0.04 -0.02 0.03 -0.0044
C -1.125502 -2.050711 -3.359512 0.04 0.09 0.22 -0.0024
C -0.637904 -3.232595 -3.892109 0.05 0.03 0.01 0.0083
C 0.109485 -4.104200 -3.112439 -0.10 0.03 0.16 0.0023
C 0.350002 -3.820182 -1.777032 -0.10 -0.25 -0.10 0.0068
C -0.159873 -2.660075 -1.222578 -0.34 0.44 0.11 0.0153
C -2.066747 0.990660 -2.262729 0.22 0.07 0.16 0.0466
C -1.148279 1.608788 -3.114763 -0.05 -0.06 0.09 0.0043
C -1.568843 2.590635 -3.992310 -0.07 0.08 -0.04 -0.0073
C -2.901037 2.975637 -4.021366 0.00 -0.03 0.07 0.0103
C -3.805703 2.398363 -3.143823 -0.01 0.12 -0.08 -0.0042
C -3.394062 1.424720 -2.251548 0.12 -0.16 -0.01 0.0084
H -3.469878 -1.689749 3.780239 -0.06 0.02 -0.03 0.0001
H -2.482363 -2.296030 5.900708 -0.07 -0.05 0.07 0.0003
H -0.090624 -1.903529 6.343487 0.10 -0.06 0.11 -0.0001
H 1.347267 -0.977771 4.564456 0.05 0.02 0.02 0.0023
H -0.030333 1.838721 3.934778 -0.02 -0.04 0.08 0.0003
H -0.721492 4.198396 3.881607 -0.02 0.07 0.09 -0.0001
H -0.841145 5.409250 1.739442 -0.03 0.09 -0.03 0.0000
H -0.264233 4.259145 -0.366861 0.00 0.02 -0.09 0.0002
H 0.436721 1.882623 -0.336951 -0.10 0.46 0.22 0.0397
H 2.456332 -2.247214 2.038596 0.05 -0.12 0.00 -0.0058
H 4.796007 -2.539597 2.796497 0.01 -0.05 -0.04 0.0000
H 6.067344 -0.594131 3.617013 0.05 0.01 0.07 0.0002
H 4.974709 1.605883 3.799961 0.06 0.11 -0.01 0.0000
H 2.664799 1.917334 3.015059 -0.05 0.11 -0.01 0.0006
H -4.664449 -0.813082 2.588374 0.09 -0.04 0.01 0.0000
H -6.407255 -1.697558 1.154401 -0.09 0.00 0.05 -0.0001
H -5.991956 -2.136378 -1.236133 -0.05 -0.03 -0.07 0.0002
H -3.796544 -1.521750 -2.215636 -0.03 -0.03 -0.15 0.0013
H -1.674933 -1.352039 -3.975545 -0.04 0.04 -0.05 0.0006
H -0.832226 -3.470211 -4.926833 0.02 -0.01 -0.11 0.0004
H 0.518697 -4.997070 -3.555995 0.02 -0.15 -0.01 0.0006
H 0.935921 -4.499132 -1.178204 0.07 -0.06 0.08 0.0003
H -0.025058 -2.458369 -0.143566 -0.13 -0.22 -0.25 -0.0040
H -0.108187 1.324268 -3.079924 -0.03 0.04 -0.13 0.0120
H -0.857399 3.065402 -4.649023 0.11 0.02 -0.09 0.0000
H -3.230941 3.737937 -4.711125 -0.01 0.05 -0.06 0.0006
H -4.839650 2.709758 -3.153132 -0.07 0.04 0.03 0.0000
H -4.111545 1.004230 -1.563781 -0.01 0.00 0.01 0.0020
F 2.795149 1.028509 -4.655714 0.00 0.00 0.20 -0.0002
C 2.880763 -0.299074 -4.552335 -0.03 0.35 -0.48 0.0024
F 4.078324 -0.673563 -4.967978 -0.10 -0.21 0.39 0.0003
F 1.962059 -0.831009 -5.362649 0.03 -0.12 0.54 0.0001
S 2.549109 -0.756117 -2.764396 1.18 -0.63 -2.04 0.0090
O 1.416775 0.097576 -2.451398 -0.92 0.37 0.82 0.0304
O 2.285287 -2.153521 -2.712832 0.48 -0.05 0.02 -0.0008
N 3.895865 -0.317908 -2.109305 -0.05 -0.13 0.11 -0.0014
S 3.927467 0.488871 -0.773961 1.00 1.14 -0.10 0.0053
O 5.063676 0.224846 0.029216 0.18 -0.05 -0.23 0.0037
O 2.647764 0.479568 -0.082574 -0.90 -0.17 -0.16 0.0330
C 4.029292 2.282264 -1.337791 -0.11 0.26 0.06 0.0028
F 2.842123 2.621625 -1.847755 -0.14 -0.16 -0.16 -0.0003
F 4.954560 2.471144 -2.265963 0.02 -0.33 0.15 0.0006
F 4.265382 3.096856 -0.314233 0.13 -0.39 0.12 0.0001
```
Forces are in eV/Å.

=====

[3]
The following is a quantum chemistry calculation of C38H28F6NO5P2S3Ti as an isolated structure at a distorted geometry, from the Open Molecules 2025 dataset.

Properties
gap between HOMO and LUMO (alpha / beta)	6.2 / 6.2	eV
HOMO (alpha / beta)	-16.63 / -16.63	eV
net charge	+3

XYZ file:
```
84
Properties=species:S:1:pos:R:3:forces:R:3:mulliken_charge:R:1
Ti 0.630630 -0.779943 0.646656 -0.21 0.12 -0.81 0.2097
O -0.776594 -2.040355 1.263552 1.37 -1.78 0.25 -0.3645
S -1.717515 -0.873410 1.090948 0.20 1.44 -0.29 1.7542
C -2.107468 -0.217176 2.662854 -0.98 -1.01 -0.20 0.6127
C -3.077355 -0.738457 3.550501 -0.33 0.36 -0.51 -0.4675
C -3.332733 0.006505 4.697579 0.10 -0.06 -0.38 -1.0178
C -2.625076 1.182996 4.868782 -0.03 0.69 1.14 -0.9169
C -1.638297 1.652046 4.003605 -0.46 0.50 0.74 -0.8327
C -1.335875 0.918141 2.882228 0.44 0.68 -0.07 -0.0628
P -0.035074 1.489207 1.706538 -0.73 0.14 -0.28 1.2392
C -0.924709 2.708761 0.633700 -0.38 0.09 -0.10 0.9868
C -2.315624 2.570231 0.531936 0.27 -0.62 0.44 -0.3453
C -3.050293 3.395249 -0.297480 -0.26 -0.45 0.30 -0.9099
C -2.470052 4.421082 -1.016946 -0.18 0.27 0.17 -0.7116
C -1.108268 4.647384 -0.860274 0.11 -0.21 -0.01 -0.6986
C -0.358128 3.786189 -0.075443 0.72 -0.65 0.42 -0.2649
C 1.331218 2.217027 2.552556 0.76 0.00 -0.08 1.3136
C 1.459759 2.316141 3.936207 -0.31 -0.26 0.60 -0.5172
C 2.584887 2.869690 4.516968 0.57 -0.01 0.35 -1.0140
C 3.607279 3.309394 3.679422 0.26 -0.22 0.16 -0.7238
C 3.537099 3.150041 2.295116 -0.59 0.27 -0.06 -1.3115
C 2.401885 2.592662 1.713368 -0.32 0.53 0.58 -0.8317
C -2.907046 -1.187270 -0.133409 -0.94 0.08 0.79 2.1782
C -4.280779 -1.156514 0.127023 0.05 0.51 0.92 -0.8006
C -5.158894 -1.427460 -0.896367 -0.27 -0.07 -0.05 -1.0598
C -4.636056 -1.770490 -2.119969 0.23 -0.11 -1.06 -0.8142
C -3.267371 -1.730268 -2.394516 -0.29 -0.44 0.62 -1.0554
C -2.369883 -1.438952 -1.385203 0.50 0.26 -0.48 -1.1238
P -0.563295 -1.297274 -1.747663 0.14 0.63 1.10 2.4214
C -0.246696 -0.012766 -2.970798 0.31 0.09 1.03 0.3452
C -0.386295 -0.253308 -4.328859 -0.31 -0.65 0.09 -0.0710
C -0.143406 0.750514 -5.238919 0.19 -0.15 1.31 -0.9761
C 0.291026 1.972885 -4.767635 -0.04 1.18 -0.92 -0.7998
C 0.468829 2.230961 -3.415186 -0.07 -0.49 -0.22 -1.0488
C 0.220051 1.227825 -2.499001 -0.46 -0.12 -0.49 0.1937
C -0.063979 -2.881086 -2.340438 -0.11 -0.58 -0.32 0.9321
C 0.854330 -2.913867 -3.374034 1.08 0.08 -0.61 -0.7187
C 1.351351 -4.110826 -3.884678 0.21 -0.26 0.25 -0.8479
C 0.934235 -5.314400 -3.309599 -0.62 1.14 0.07 -0.6593
C -0.057951 -5.287144 -2.316228 0.66 -0.36 0.30 -0.7485
C -0.540306 -4.088200 -1.814145 -0.36 -0.02 0.35 -0.8132
H -3.714155 -1.604878 3.330611 0.60 0.24 -0.09 0.6175
H -4.112487 -0.248877 5.420976 0.37 -0.19 -0.35 0.4656
H -2.857620 1.762623 5.767591 0.13 -0.02 -0.40 0.4683
H -1.185509 2.623440 4.215409 -0.07 -0.42 -0.14 0.7552
H -2.841204 1.846034 1.166792 0.09 0.29 -0.45 0.2815
H -4.107769 3.209229 -0.316788 -0.35 0.22 -0.21 0.5239
H -3.122514 5.059100 -1.607607 0.36 -0.01 -0.05 0.4693
H -0.591965 5.473460 -1.335007 -0.19 -0.02 -0.06 0.5110
H 0.706854 3.946569 -0.004231 0.12 0.18 0.02 0.4696
H 0.708392 1.938600 4.617705 -0.02 -0.02 -0.22 0.5784
H 2.697050 2.912266 5.627117 -0.20 0.07 -1.16 0.4288
H 4.501819 3.736808 4.116349 -0.05 0.07 -0.06 0.4369
H 4.312858 3.562719 1.669664 0.21 -0.20 -0.07 0.5114
H 2.272283 2.553420 0.634356 0.31 -0.12 0.09 0.7006
H -4.686086 -0.866218 1.100041 0.34 -0.20 -0.19 0.4716
H -6.242332 -1.392756 -0.778061 0.36 -0.03 0.23 0.4721
H -5.314787 -2.058598 -2.906555 -0.05 0.03 -0.21 0.4868
H -2.880682 -2.015220 -3.348029 -0.02 0.00 -0.64 0.5717
H -0.644113 -1.257436 -4.659320 -0.18 0.30 -0.11 0.4521
H -0.277014 0.524970 -6.252641 -0.07 0.06 -1.38 0.5715
H 0.454704 2.779521 -5.499071 0.05 -0.41 0.46 0.4060
H 0.800378 3.195994 -3.091770 0.14 0.35 0.11 0.5323
H 0.341594 1.459788 -1.451953 -0.01 -0.22 0.18 0.0233
H 1.266734 -1.983483 -3.754401 -0.08 -0.22 -0.05 0.5112
H 2.113075 -4.094068 -4.675019 -0.43 -0.02 0.38 0.4516
H 1.357547 -6.245977 -3.619200 0.10 -0.40 -0.20 0.4966
H -0.329172 -6.240619 -1.864213 -0.26 0.33 -0.10 0.4253
H -1.271972 -4.065374 -0.996706 0.27 -0.21 -0.36 0.4071
F 2.592480 -3.451326 3.755486 -0.59 -0.29 -0.01 -0.1599
C 3.565795 -2.952898 3.042857 -0.51 0.31 0.10 0.6113
F 4.265825 -2.141493 3.762792 1.13 0.47 0.80 -0.1435
F 4.250422 -3.871651 2.459413 0.67 -0.66 -0.45 -0.1337
S 2.822371 -1.820679 1.786048 1.02 2.54 1.57 0.8024
O 1.933697 -2.525448 0.893706 -1.12 -0.78 -1.88 -0.5641
O 1.930297 -0.888107 2.538577 -0.20 0.01 -0.85 -0.7854
N 4.049928 -1.045836 1.170490 -0.75 -0.37 0.96 -0.5789
S 3.839385 -0.161364 -0.113614 -1.98 -1.50 -0.52 1.4333
O 2.273994 -0.047534 -0.337810 1.34 -0.15 0.51 -0.1217
O 4.601916 1.016314 -0.261878 -0.47 -0.01 0.40 -0.5374
C 4.473656 -1.434274 -1.371952 -0.18 0.82 -1.34 0.4848
F 3.485079 -2.026267 -2.034251 -0.23 -0.07 0.62 -0.1077
F 5.186256 -0.758349 -2.242424 0.33 0.10 0.01 -0.1881
F 5.197428 -2.297889 -0.726230 0.16 -0.38 0.03 -0.1677
```
Forces are in eV/Å.

=====

Number 1: DFT total energy -2126.6323 Eh. Number 2: DFT total energy -5482.1778 Eh. Number 3: DFT total energy -5220.7490 Eh.